C46H45N4O2RhS2Sb2 | ωB97M-V with the def2-TZVPD basis set

As for the LUMO energy (alpha / beta): -7.9 / -8.1 eV. As for the net charge: +2. The value obtained for the total energy is -3536.160016 hartree.

Geometry (Å):
Sb  2.29181  -0.13480  1.76430
Sb  1.83060  0.57979  -1.49488
Rh  -0.00722  0.20422  0.24891
S  -0.49449  -1.64183  2.47806
S  -1.17761  -1.52289  -1.13603
O  0.33808  -1.41859  3.62914
O  0.20795  -2.13078  1.30499
N  -1.07255  -0.19946  1.92775
N  -3.21231  -1.91341  -2.80463
N  -1.42336  2.03378  0.56544
N  -2.98514  0.17435  -2.20622
C  3.03723  -2.30219  1.28540
C  1.82430  3.10261  1.02071
C  -2.15354  4.30482  0.41478
C  1.51021  -2.42882  -4.73775
C  -4.04850  -4.39418  3.10596
C  -3.37042  2.82612  3.60065
C  -2.73915  3.01479  2.35387
C  -2.93912  -4.48231  3.94742
C  0.77272  4.73203  2.43467
C  1.46432  4.41625  1.27741
C  4.28327  0.65946  1.22989
C  3.05209  2.13713  -3.78929
C  2.92651  4.46610  -4.33939
C  0.44142  3.73702  3.33952
C  4.15339  -4.79991  1.00276
C  0.78039  2.41670  3.08132
C  -1.51178  3.17201  -0.09643
C  1.27370  -0.61147  -3.19763
C  -2.00856  1.94162  1.78330
C  -2.49154  0.58089  3.75372
C  0.19465  -0.13667  -3.93059
C  3.42600  -4.24278  -0.03610
C  -5.21737  -5.30003  3.30919
C  2.07207  4.66866  -3.27051
C  -4.31178  -1.26027  -3.49725
C  -0.21871  -0.79778  -5.07082
C  4.30410  -4.11170  2.19507
C  -1.89044  -2.69179  2.78104
C  -3.25115  1.62917  4.26919
C  -4.04711  -3.44040  2.09057
C  -2.97255  -2.58630  1.92449
C  1.72435  3.61112  -2.44426
C  3.92122  0.07143  -1.22331
C  -2.48943  -1.05876  -2.08517
C  3.41340  3.19629  -4.60046
C  2.85064  -2.98578  0.10290
C  -4.06515  0.23038  -3.18202
C  0.45386  -1.93697  -5.48599
C  -1.85781  -3.63530  3.79083
C  -1.84962  0.71919  2.52297
C  3.73592  -2.85441  2.34387
C  1.46280  2.10435  1.91409
C  -2.76402  4.23139  1.64272
C  4.58069  1.00466  -0.21969
C  1.92014  -1.77144  -3.58638
C  2.22323  2.34359  -2.69841
H  4.94669  -0.13782  1.56149
H  2.24907  -2.57042  -0.69876
H  -2.54452  0.98731  -1.80665
H  0.51804  5.75912  2.63932
H  4.03166  -0.96263  -0.89950
H  -5.27247  -1.60745  -3.10291
H  -3.74073  1.50404  5.22216
H  4.37680  0.18487  -2.20747
H  2.42007  2.88746  0.13864
H  -4.94856  0.71368  -2.75934
H  -2.16111  5.21713  -0.16056
H  1.06845  3.78944  -1.60124
H  -2.92860  -5.22759  4.72805
H  3.29560  -4.78627  -0.96096
H  -4.89226  -3.36815  1.42265
H  -3.74656  0.79031  -4.06693
H  4.31393  2.04326  -0.44142
H  -3.95324  3.63444  4.01675
H  3.84014  -2.31358  3.27916
H  -5.68381  -5.09488  4.27215
H  -3.03140  -2.90217  -2.84890
H  4.59555  -5.77809  0.88860
H  0.15926  -2.43337  -6.39855
H  -0.29994  0.77675  -3.61410
H  4.07326  3.02665  -5.43620
H  2.75442  -2.16070  -3.01616
H  4.85855  -4.54572  3.01367
H  -2.38354  -0.34278  4.30078
H  -3.25973  5.08842  2.07283
H  -1.06488  3.20090  -1.08428
H  3.40592  1.14229  -4.01628
H  -4.27745  -1.47632  -4.56816
H  1.67546  5.65381  -3.07707
H  3.21208  5.29187  -4.97190
H  2.02740  -3.32299  -5.05550
H  -4.90564  -6.34348  3.32117
H  0.53261  1.64689  3.80358
H  1.75216  5.19176  0.58155
H  4.46723  1.52069  1.86671
H  -0.99480  -3.69338  4.43387
H  -2.96388  -1.84238  1.14127
H  -1.05114  -0.41734  -5.64594
H  -5.96304  -5.15935  2.53186
H  -0.07031  3.98405  4.25702
H  5.66264  0.93281  -0.35818

Here are the Löwdin charges for atoms 1 to 99, given in e: number 1, Sb, carries 1.65; number 2, Sb, carries 1.44; number 3, Rh, carries 0.37; number 4, S, carries 0.56; number 5, S, carries 0.79; number 6, O, carries -0.33; number 7, O, carries -0.50; number 8, N, carries -0.25; number 9, N, carries 0.04; number 10, N, carries 0.04; number 11, N, carries 0.05; number 12, C, carries -0.27; number 13, C, carries -0.14; number 14, C, carries -0.03; number 15, C, carries -0.06; number 16, C, carries -0.25; number 17, C, carries -0.02; number 18, C, carries -0.16; number 19, C, carries -0.01; number 20, C, carries -0.04; number 21, C, carries -0.06; number 22, C, carries -0.34; number 23, C, carries -0.13; number 24, C, carries -0.06; number 25, C, carries -0.05; number 26, C, carries -0.05; number 27, C, carries -0.12; number 28, C, carries -0.13; number 29, C, carries -0.41; number 30, C, carries -0.18; number 31, C, carries 0.01; number 32, C, carries -0.18; number 33, C, carries -0.04; number 34, C, carries -0.03; number 35, C, carries -0.07; number 36, C, carries -0.11; number 37, C, carries -0.08; number 38, C, carries -0.05; number 39, C, carries -0.29; number 40, C, carries -0.05; number 41, C, carries -0.01; number 42, C, carries -0.06; number 43, C, carries -0.14; number 44, C, carries -0.34; number 45, C, carries -0.77; number 46, C, carries -0.06; number 47, C, carries -0.12; number 48, C, carries -0.11; number 49, C, carries -0.06; number 50, C, carries -0.04; number 51, C, carries -0.29; number 52, C, carries -0.12; number 53, C, carries -0.27; number 54, C, carries 0.02; number 55, C, carries -0.35; number 56, C, carries -0.12; number 57, C, carries -0.35; number 58, H, carries 0.06; number 59, H, carries 0.09; number 60, H, carries 0.12; number 61, H, carries 0.12; number 62, H, carries 0.04; number 63, H, carries 0.13; number 64, H, carries 0.12; number 65, H, carries 0.06; number 66, H, carries 0.06; number 67, H, carries 0.13; number 68, H, carries 0.12; number 69, H, carries 0.06; number 70, H, carries 0.13; number 71, H, carries 0.12; number 72, H, carries 0.12; number 73, H, carries 0.12; number 74, H, carries 0.09; number 75, H, carries 0.12; number 76, H, carries 0.11; number 77, H, carries 0.09; number 78, H, carries 0.15; number 79, H, carries 0.12; number 80, H, carries 0.11; number 81, H, carries 0.09; number 82, H, carries 0.12; number 83, H, carries 0.09; number 84, H, carries 0.12; number 85, H, carries 0.11; number 86, H, carries 0.13; number 87, H, carries 0.10; number 88, H, carries 0.10; number 89, H, carries 0.13; number 90, H, carries 0.11; number 91, H, carries 0.11; number 92, H, carries 0.11; number 93, H, carries 0.09; number 94, H, carries 0.11; number 95, H, carries 0.12; number 96, H, carries 0.06; number 97, H, carries 0.12; number 98, H, carries 0.08; number 99, H, carries 0.11